ORCA calculation (ωB97M-V/def2-TZVPD) on C37H47Br2F5I2N4O2PPbSTe as an isolated structure.

ORCA input file:
```
! RIJCOSX wB97M-V def2-TZVPD def2/J DEFGRID3
* xyz 1 1
Pb -0.0873 0.0926 1.2677
C -1.4432 -2.9655 2.7218
C -1.9631 -1.8027 3.5170
C -2.7211 -2.0186 4.6875
C -3.1460 -0.9473 5.4193
C -2.8101 0.3663 5.0265
C -3.1501 1.5387 5.7425
Br -4.1817 1.4320 7.3246
C -2.7146 2.7568 5.3095
C -1.9350 2.8654 4.1459
Br -1.3165 4.5678 3.6328
C -1.6076 1.7703 3.3661
O -0.9012 1.8598 2.2601
C -2.0544 0.5017 3.8433
N -1.6757 -0.5860 3.1155
H -2.2546 -3.6436 2.4508
H -0.7247 -3.5347 3.3173
H -0.9551 -2.6380 1.8033
H -2.9536 -3.0307 4.9906
H -3.7275 -1.0902 6.3199
H -2.9559 3.6547 5.8605
I 2.4226 1.9979 3.2804
C 3.0519 2.6424 1.3609
I 2.9663 1.1521 -0.1572
H 4.0908 2.9312 1.4505
H 2.4152 3.4682 1.0686
C -3.7613 -2.3076 0.1697
C -3.2844 -1.5009 -1.0353
C -3.7728 -0.0543 -0.9160
P -1.4359 -1.5335 -1.2442
C -1.2535 -0.9476 -3.0231
C -1.0244 -2.0520 -4.0540
C -0.1997 0.1467 -3.1846
C -1.1877 -3.3697 -1.3457
C -2.1146 -4.2319 -1.9164
C -1.9795 -5.6183 -1.8904
C -3.0381 -6.5023 -2.4762
C -0.8592 -6.1815 -1.2611
C 0.1106 -5.3702 -0.7387
C -0.0284 -3.9614 -0.7908
N 0.9100 -3.1701 -0.2047
C 2.1910 -3.4685 -0.2122
C 2.9673 -2.9880 0.9254
C 2.2858 -2.5156 2.1687
C 4.3270 -3.1178 0.9124
C 4.9900 -3.6971 -0.1766
C 6.4760 -3.8182 -0.1854
C 4.2522 -4.1755 -1.2646
C 2.8848 -4.0967 -1.3348
C 2.2801 -4.4897 -2.6561
H -4.8500 -2.3842 0.1478
H -3.4955 -1.7922 1.0965
H -3.3576 -3.3199 0.2102
H -3.7204 -1.9115 -1.9535
H -3.3389 0.6119 -1.6591
H -3.5317 0.3599 0.0641
H -4.8577 -0.0267 -1.0316
H -2.2356 -0.5003 -3.2054
H -0.1523 -2.6597 -3.7988
H -0.8265 -1.5910 -5.0242
H -1.8833 -2.7096 -4.1793
H 0.8014 -0.2850 -3.1276
H -0.2916 0.9242 -2.4286
H -0.3241 0.6087 -4.1673
H -3.0057 -3.8286 -2.3792
H -3.7386 -5.9390 -3.0889
H -3.6018 -6.9898 -1.6773
H -2.5944 -7.2927 -3.0823
H -0.7690 -7.2578 -1.1836
H 0.9639 -5.7864 -0.2165
H 2.3708 -3.2909 2.9355
H 1.2282 -2.3324 2.0115
H 2.7690 -1.6156 2.5529
H 4.9037 -2.7832 1.7661
H 6.9333 -3.2937 0.6497
H 6.8806 -3.4257 -1.1196
H 6.7601 -4.8724 -0.1324
H 4.7905 -4.5809 -2.1134
H 2.5010 -5.5400 -2.8528
H 2.7619 -3.8818 -3.4235
H 1.2108 -4.3475 -2.7450
F -1.9034 4.8825 0.0872
Te -1.4774 3.1109 -0.2108
F -0.4937 3.6454 -1.7130
F -2.8269 3.0006 -1.4976
F -2.9083 2.7883 0.9522
F 0.1232 3.5738 0.6646
O -1.0012 1.3540 -0.3778
C 3.9152 -1.7254 -5.6726
N 3.7679 -0.3880 -5.1541
C 3.8226 0.7867 -6.0197
C 3.5438 1.9506 -5.0506
N 3.4743 1.2671 -3.7658
C 3.5590 -0.0674 -3.8698
S 3.4048 -1.1619 -2.5913
H 4.5793 -1.7014 -6.5359
H 2.9544 -2.1475 -5.9785
H 4.3535 -2.3611 -4.9056
H 3.0716 0.7158 -6.8077
H 4.8047 0.8632 -6.4900
H 2.6039 2.4543 -5.2755
H 4.3442 2.6887 -5.0598
H 3.2251 1.7097 -2.8977
*
```

The calculation puts the energy relative to the best compared isomer or geometry (same formula, charge and spin) at 0.328 eV. The calculation puts the total energy at -251722.1030 eV. The value obtained for the largest force on an atom is 0.83 eV Å⁻¹. The HOMO-LUMO gap (spin up / spin down) comes out at 3.810 / 3.809 eV.